No. 1
A 3-piece molecular cluster, C53H60O11 overall, computed with ωB97M-V/def2-TZVPD.

Output
SMILES string = C=C[C@@]1(OC[C@H](C)CC(C)C)OC(=O)O[C@@]1(CCCCCCCCOC)CCOC(C)=O.O=C1c2ccccc2C(=O)c2ccccc21.O=C1c2ccccc2C(=O)c2ccccc21
net charge = 0
HOMO energy = -9.4 eV
HOMO-LUMO gap = 8.341 eV
E_LUMO = -1.050 eV
spin multiplicity = 1

Structure (XYZ):
```
124
Properties=species:S:1:pos:R:3:forces:R:3
C -2.94278 1.59805 0.86409 0.3 -1.8 -3.2
C -2.52149 0.86375 -0.35845 -1.7 1.6 3.4
C -1.53976 -0.44668 -0.43197 1.0 0.4 -0.8
O -2.13397 -1.64392 -1.04567 -0.3 2.4 2.0
C -3.28104 -2.15878 -0.28303 -0.9 -1.8 0.5
C -4.59744 -2.49915 -1.24130 0.6 -0.5 -0.1
C -5.06124 -1.25251 -2.19899 0.1 0.4 -0.3
C -5.77204 -3.11281 -0.27667 -0.5 0.0 0.1
C -6.88958 -2.02670 0.23497 -1.0 0.3 0.1
C -6.27799 -0.68402 0.94958 0.4 -0.2 0.2
C -7.93157 -2.72325 1.31756 0.8 -0.2 -0.2
O -0.51890 0.02098 -1.42831 0.4 3.1 2.2
C 0.07329 1.17217 -0.66906 0.9 2.7 -1.7
O 0.42633 2.36861 -1.16942 -2.3 -8.8 3.9
O 0.17368 0.66367 0.73970 -0.3 0.2 -2.6
C -0.45027 -0.69941 0.81210 -2.1 -1.7 -0.9
C 0.51901 -1.97788 0.47048 1.6 -0.7 -0.7
C 2.07758 -1.81073 1.00938 0.3 -0.9 0.1
C 3.02985 -0.89683 0.03606 0.8 -0.2 -0.5
C 4.02963 0.14268 0.82308 0.2 0.7 -0.4
C 3.31561 1.02688 2.00539 0.8 0.8 0.4
C 3.17610 2.64019 1.65735 -0.3 -0.2 1.3
C 2.04626 3.28044 2.69687 -0.7 0.5 -0.1
C 1.09227 4.43670 1.95818 1.1 -0.2 -0.5
O -0.33812 4.09423 2.01505 0.7 1.7 1.9
C -0.99122 4.64632 3.21510 -1.1 0.3 0.6
C -1.18739 -1.15174 2.20557 -0.1 0.6 1.5
C -0.22886 -1.01055 3.55372 -1.8 0.9 0.1
O 0.29632 -2.35876 3.82680 2.0 1.5 2.3
C 1.28444 -2.35722 4.91671 5.2 -1.2 -1.9
C 0.80519 -1.87295 6.43197 0.3 -1.4 -0.6
O 2.53579 -2.75445 4.61185 -8.3 2.4 2.3
H -3.94257 2.23374 0.78131 2.7 -0.9 0.0
H -2.41542 1.56875 1.91279 -1.2 -0.4 -2.4
H -2.89770 1.29987 -1.40406 0.7 -1.6 2.4
H -3.59240 -1.51852 0.64554 0.7 -0.8 -2.0
H -2.94043 -3.21794 0.14881 -0.7 2.2 -0.8
H -4.25423 -3.38755 -1.95832 -0.7 1.9 1.5
H -6.22425 -1.14569 -2.33865 2.3 -0.5 0.4
H -4.62248 -1.40501 -3.29829 -0.8 0.5 2.6
H -4.69559 -0.21821 -1.73718 -0.6 -2.3 -1.2
H -6.34047 -3.95660 -0.89796 1.2 1.8 1.5
H -5.31123 -3.62863 0.69621 -0.8 1.1 -2.1
H -7.54303 -1.72640 -0.70286 1.4 -0.4 1.9
H -5.77173 0.03927 0.17563 -0.7 -1.5 1.6
H -5.49836 -1.06501 1.76342 -1.5 1.0 -1.7
H -7.07719 -0.03863 1.53542 1.4 -1.5 -1.3
H -7.32930 -3.59385 1.85057 -1.5 1.6 -1.0
H -8.21524 -1.93314 2.13886 0.3 -1.6 -1.7
H -8.89396 -3.13745 0.76145 2.1 0.8 1.4
H 0.13862 -3.00624 0.94264 0.4 2.6 -0.9
H 0.61903 -2.20926 -0.69600 -0.5 0.9 2.5
H 2.13630 -1.50366 2.16062 -0.2 -0.5 -2.7
H 2.53490 -2.91343 0.97570 -1.1 2.4 0.2
H 3.74196 -1.64172 -0.56667 -1.6 1.6 1.2
H 2.43097 -0.31078 -0.81311 1.1 -1.2 2.1
H 5.00762 -0.38937 1.25224 -2.4 0.9 -0.9
H 4.42986 0.91798 0.01227 -0.8 -1.7 1.7
H 2.24816 0.66723 2.32243 2.2 0.4 -0.8
H 4.03873 0.97086 2.95354 -1.8 0.0 -1.9
H 2.83935 2.84868 0.54871 0.7 -0.5 2.2
H 4.20069 3.16868 1.91544 -2.1 -1.0 -0.9
H 2.52935 3.77284 3.65540 -0.7 -1.1 -2.0
H 1.28585 2.46169 3.10322 1.6 1.5 -1.0
H 1.37060 4.51755 0.80054 -0.7 -0.3 2.6
H 1.31897 5.48607 2.44036 -0.7 -1.9 -0.9
H -0.95012 3.93099 4.14431 0.2 1.1 -1.8
H -2.14907 4.82660 2.99778 2.5 -0.5 0.2
H -0.56771 5.68645 3.55922 -0.5 -2.0 -0.9
H -2.17458 -0.55815 2.45668 2.1 -1.0 -0.8
H -1.51139 -2.30046 2.18029 0.9 2.6 -0.3
H 0.58238 -0.17326 3.45364 -1.2 -1.8 0.0
H -0.94679 -0.66632 4.44301 1.5 -0.8 -1.8
H -0.02407 -2.65560 6.77139 1.7 1.8 -0.7
H 0.34849 -0.79564 6.45805 1.1 -2.1 -0.2
H 1.75561 -2.01222 7.12167 -2.1 0.5 -1.5
O -6.23403 -4.40442 -5.61951 0.5 -0.4 -0.3
C -5.38479 -5.14308 -6.10262 -0.9 0.9 0.6
C -3.95160 -4.79795 -6.00824 0.4 0.4 0.2
C -3.56239 -3.62808 -5.34294 0.3 0.0 0.0
C -2.20824 -3.31573 -5.21484 -0.3 -0.1 -0.1
C -1.24132 -4.16804 -5.74741 -0.2 -0.3 -0.2
C -1.62770 -5.32501 -6.42594 0.1 0.3 0.2
C -2.98578 -5.63738 -6.56203 0.4 0.4 0.2
C -3.38572 -6.85395 -7.29685 1.1 -0.9 -0.6
O -2.53974 -7.56230 -7.83047 -0.5 0.4 0.3
C -4.81648 -7.20933 -7.37422 -0.5 -0.4 -0.2
C -5.20406 -8.38080 -8.03812 -0.3 -0.1 0.0
C -6.55112 -8.74253 -8.08734 0.3 0.2 0.1
C -7.51243 -7.93866 -7.47533 0.2 0.3 0.1
C -7.12975 -6.76321 -6.82557 -0.1 -0.3 -0.2
C -5.77884 -6.39476 -6.77947 -0.5 -0.4 -0.2
H -4.31134 -2.96090 -4.91986 0.0 -0.3 -0.2
H -1.90748 -2.40931 -4.69401 -0.1 -0.2 -0.1
H -0.18551 -3.93109 -5.63650 -0.2 0.0 0.0
H -0.86746 -5.98301 -6.84362 -0.3 0.1 0.0
H -4.45867 -9.01588 -8.51398 -0.1 0.3 0.2
H -6.84971 -9.65448 -8.59979 0.1 0.2 0.1
H -8.56137 -8.22555 -7.50541 0.2 0.1 0.0
H -7.88694 -6.13953 -6.35301 0.3 0.0 -0.1
O 10.50071 7.62710 3.07141 -0.6 -0.3 -0.2
C 9.41685 7.13947 2.77530 1.3 0.6 0.4
C 8.16772 7.69865 3.33124 -0.3 0.4 0.4
C 8.22434 8.80719 4.18603 -0.3 0.1 0.1
C 7.04608 9.36583 4.68334 0.2 -0.2 -0.2
C 5.81149 8.82244 4.32907 0.1 -0.3 -0.2
C 5.75382 7.70720 3.49171 0.0 0.3 0.2
C 6.93460 7.14036 2.99680 -0.3 0.5 0.3
C 6.86475 5.94997 2.12616 -1.3 -0.6 -0.3
O 5.78488 5.42661 1.87681 0.6 0.3 0.2
C 8.11125 5.40314 1.55469 0.3 -0.4 -0.4
C 8.05286 4.29570 0.69824 0.3 -0.1 -0.1
C 9.22240 3.79265 0.12644 -0.2 0.2 0.2
C 10.45003 4.39209 0.40657 -0.1 0.3 0.3
C 10.51207 5.48695 1.27130 0.0 -0.3 -0.2
C 9.34028 5.99051 1.85112 0.3 -0.4 -0.4
H 9.18415 9.24008 4.46244 -0.2 -0.2 -0.2
H 7.09150 10.22936 5.34333 0.0 -0.2 -0.1
H 4.89263 9.26565 4.70651 0.2 -0.1 -0.1
H 4.78665 7.28519 3.22357 0.3 0.0 0.0
H 7.09748 3.82558 0.47105 0.1 0.2 0.2
H 9.17463 2.93527 -0.54141 0.0 0.2 0.1
H 11.36051 4.00597 -0.04665 -0.2 0.1 0.1
H 11.47495 5.94718 1.48728 -0.3 0.0 0.1
```
Positions in Å, forces in eV/Å.

Mulliken atomic charge list, values in e, 2 entries: atom 1 (C): -0.90, atom 2 (C): 0.08

=====

No. 2
C53H61BN7P2S3SeTi as an isolated structure, computed with ωB97M-V/def2-TZVPD.

Output
net charge = +2
HOMO energy (spin up / spin down) = -12.5 / -12.5 eV
HOMO-LUMO gap (spin up / spin down) = 6.284 / 5.241 eV
E_LUMO (spin up / spin down) = -6.179 / -7.217 eV
expectation value of S² = 0.7615
energy above the lowest of the compared OMol25 structures with the same formula, charge and spin = 0.0 kJ/mol
spin multiplicity = 2

Structure (XYZ):
```
129
Properties=species:S:1:pos:R:3:forces:R:3
Ti -0.44018 0.57563 1.34729 -0.4 0.7 0.6
C 3.11741 0.31769 -2.83845 -0.1 0.0 0.0
C 1.70783 -0.17898 -2.83805 0.0 0.0 0.2
C 0.98305 -0.46321 -3.95552 -0.1 -0.1 0.0
C -0.37569 -0.89787 -3.88760 0.2 0.1 -0.3
N -0.97702 -1.08200 -2.74405 0.3 0.0 0.2
N -0.23064 -0.83294 -1.66345 -0.5 0.1 0.4
B -0.77842 -1.09638 -0.27156 -0.1 -0.8 -0.9
N -2.27892 -0.78611 -0.13488 0.6 -0.4 0.1
N -3.04417 -1.89728 0.00537 0.0 0.4 0.0
C -4.32911 -1.73842 -0.14560 -0.1 -0.1 0.0
C -4.88616 -0.45213 -0.41585 -0.1 -0.2 0.1
C -4.11680 0.66048 -0.53736 0.1 0.1 0.1
C -4.66506 2.02779 -0.79169 0.0 0.0 0.0
C -2.71971 0.45434 -0.39449 0.0 0.2 -0.1
S -1.51955 1.69071 -0.52067 0.0 -0.2 -0.2
C -5.22465 -2.95975 -0.04177 0.1 0.2 0.0
C -6.10059 -3.03302 -1.30095 0.0 -0.1 -0.1
C -6.10857 -2.80318 1.20506 -0.1 0.0 0.0
C -4.39275 -4.23086 0.07725 0.0 -0.1 0.1
N -0.40230 -2.48196 0.21361 -0.1 0.3 -0.4
N -0.33813 -3.38680 -0.78360 0.0 0.0 0.4
C -0.19835 -4.63928 -0.44489 0.0 -0.1 -0.1
C -0.18649 -5.02359 0.92383 -0.1 -0.1 -0.1
C -0.22089 -4.10094 1.92133 0.0 0.1 0.2
C -0.19616 -4.45278 3.37770 0.0 0.0 -0.2
C -0.27701 -2.73835 1.50926 0.1 -0.1 0.4
S -0.17336 -1.44025 2.64179 -0.3 -0.1 -0.3
C -0.12057 -5.64868 -1.58237 0.0 0.1 0.1
C 0.56148 -5.01780 -2.79584 0.0 0.0 -0.1
C 0.66150 -6.89295 -1.14980 0.0 0.0 0.0
C -1.55889 -6.03440 -1.95137 0.0 0.0 0.0
C 0.99575 -0.36270 -1.62419 0.6 0.3 -0.2
S 1.56122 0.02872 -0.02859 -0.3 -0.2 -0.2
C -1.14490 -1.16204 -5.16257 0.0 0.0 0.0
C -0.42295 -2.27300 -5.93926 0.0 0.0 0.0
C -1.16915 0.12939 -5.99625 0.0 0.0 0.0
C -2.57238 -1.59233 -4.85181 -0.1 -0.1 0.0
H 3.51183 0.35999 -3.85103 0.0 0.0 0.0
H 3.75888 -0.33008 -2.24114 0.0 0.0 0.0
H 3.17064 1.31308 -2.39439 0.0 0.0 0.0
H 1.44804 -0.34749 -4.92443 0.0 0.0 -0.1
H -5.96113 -0.36857 -0.50162 0.0 0.0 0.0
H -5.75010 2.02741 -0.72482 0.0 0.0 0.0
H -4.37954 2.37293 -1.78693 0.0 0.0 0.0
H -4.26970 2.74162 -0.06841 0.0 0.0 0.0
H -6.84811 -2.24100 -1.33972 0.0 0.1 0.0
H -6.64332 -3.97779 -1.30431 0.0 0.0 0.0
H -5.50354 -2.98962 -2.21408 0.0 0.0 0.0
H -6.75157 -1.92326 1.14305 0.0 0.0 0.0
H -5.51007 -2.71809 2.10825 0.0 0.0 0.0
H -6.75850 -3.67470 1.28754 0.0 0.0 0.0
H -3.74944 -4.37868 -0.79055 0.0 0.0 0.0
H -5.07112 -5.08023 0.14979 0.0 0.0 0.0
H -3.76354 -4.21842 0.96799 0.0 0.0 0.0
H -0.15061 -6.07341 1.17722 0.0 0.0 0.0
H -0.96324 -3.89837 3.91707 0.0 0.0 0.0
H 0.76910 -4.19372 3.81514 0.0 0.0 0.0
H -0.36221 -5.51865 3.51477 0.0 0.0 0.0
H 1.58768 -4.72111 -2.57213 0.0 0.0 0.0
H 0.02115 -4.14006 -3.15187 0.0 0.0 0.0
H 0.59186 -5.75131 -3.60112 0.0 0.0 0.0
H 1.63808 -6.63901 -0.73440 0.0 0.0 0.0
H 0.82915 -7.52687 -2.01974 0.0 0.0 0.0
H 0.12214 -7.49732 -0.42052 0.0 0.0 0.0
H -2.11946 -5.15725 -2.27669 0.0 0.0 0.0
H -2.08654 -6.48876 -1.11058 0.0 0.0 0.0
H -1.54616 -6.75710 -2.76736 0.0 0.0 0.0
H 0.61666 -2.02302 -6.15004 0.0 0.0 0.0
H -0.91690 -2.43259 -6.89718 0.0 0.0 0.0
H -0.44182 -3.21507 -5.38884 0.0 0.0 0.0
H -0.17601 0.42301 -6.33646 0.0 0.0 0.0
H -1.59641 0.95854 -5.43088 0.0 0.0 0.0
H -1.78190 -0.02378 -6.88361 0.0 0.0 0.0
H -2.60351 -2.48201 -4.22169 0.0 0.0 0.0
H -3.07960 -1.81915 -5.78841 0.0 0.0 0.0
H -3.13260 -0.80442 -4.34479 0.0 0.0 0.0
C 2.86471 2.42147 1.92151 0.1 0.0 0.1
P 1.14349 2.26521 2.45751 -0.1 -0.1 0.3
C 1.26996 1.63573 4.16211 0.1 -0.1 -0.1
C 2.16168 0.59458 4.42187 0.1 -0.1 0.0
C 2.26101 0.05394 5.69513 0.0 0.1 0.0
C 1.46725 0.54866 6.71998 0.0 0.1 -0.1
C 0.57775 1.58616 6.46810 0.1 -0.1 0.0
C 0.47592 2.12412 5.19666 -0.2 0.1 0.0
C 0.57079 3.97172 2.57170 0.0 0.0 0.2
C 1.22210 4.81788 3.47616 0.0 0.1 0.0
C 0.86677 6.15090 3.55985 -0.1 0.0 -0.1
C -0.15197 6.64991 2.75328 0.0 0.0 0.0
C -0.80448 5.81801 1.85915 0.0 0.0 0.1
C -0.43987 4.48060 1.76652 -0.2 -0.1 -0.1
P 2.97446 3.28553 0.28698 0.2 -0.2 -0.2
C 4.69450 2.81400 -0.18840 -0.1 0.1 0.1
C 5.47679 3.74017 -0.87705 0.0 0.1 -0.1
C 6.73884 3.40082 -1.34094 0.0 0.0 0.0
C 7.25056 2.12979 -1.12093 0.0 0.0 0.0
C 6.48376 1.19760 -0.43802 0.0 0.1 0.0
C 5.21744 1.53899 0.01787 -0.1 -0.2 0.0
C 3.16614 5.00420 0.83516 0.0 0.3 -0.1
C 4.07325 5.40874 1.81653 0.1 0.0 0.0
C 4.15894 6.73823 2.18768 -0.1 0.0 -0.1
C 3.34335 7.68474 1.56990 0.1 0.0 0.0
C 2.44887 7.29740 0.58650 0.1 -0.1 0.0
C 2.35973 5.95727 0.22169 0.0 0.1 0.1
H 3.32446 1.43862 1.82879 -0.1 0.0 0.1
H 3.37376 2.96645 2.72262 0.1 -0.1 -0.1
H 2.79502 0.19391 3.63786 0.0 0.0 0.0
H 2.96252 -0.74607 5.88653 0.0 0.0 0.0
H 1.54687 0.13252 7.71444 0.0 0.0 0.0
H -0.03649 1.97684 7.26702 0.0 0.0 0.0
H -0.22309 2.93449 5.01978 0.0 -0.1 0.0
H 2.01605 4.44339 4.11208 0.0 0.0 0.0
H 1.38115 6.80193 4.25240 0.0 0.0 0.0
H -0.43302 7.69173 2.82661 0.0 0.0 0.0
H -1.59475 6.20512 1.23138 0.0 0.0 0.0
H -0.95680 3.84217 1.05758 0.0 0.0 0.1
H 5.10911 4.74546 -1.04946 0.0 0.0 0.0
H 7.32911 4.13873 -1.86703 0.0 0.0 0.0
H 8.24100 1.87253 -1.46991 0.0 0.0 0.0
H 6.87134 0.20488 -0.25188 0.0 0.0 0.0
H 4.64452 0.77602 0.53533 0.0 0.0 0.0
H 4.73395 4.68396 2.27994 0.0 0.0 0.0
H 4.86752 7.04484 2.94473 0.0 0.0 0.0
H 3.41801 8.72527 1.85544 0.0 0.0 0.0
H 1.82269 8.03327 0.10139 0.0 0.0 0.0
H 1.65358 5.65250 -0.54212 0.0 0.0 0.0
Se -2.27238 1.38006 2.92643 -0.1 -0.2 0.2
C -3.21942 -0.21384 3.04946 0.4 0.5 -0.2
N -3.79373 -1.21156 3.07102 -0.1 -0.2 0.0
```
Positions in Å, forces in eV/Å.

Mulliken atomic charge list, values in e, 2 entries: atom 1 (Ti): -0.13, atom 2 (C): -1.44

=====

| no. | total energy (hartree) |
| --- | --- |
| 1 | -2882.70896 |
| 2 | -7592.21655 |